The following is a quantum chemistry calculation of C20H26IrN2O3P2 as an isolated structure at a distorted geometry, from OMol25.

Geometry as ORCA input:
```
! RIJCOSX wB97M-V def2-TZVPD def2/J DEFGRID3
* xyz 1 1
Ir -0.412 0.817 -0.562
O 4.142 -0.229 -0.640
C 4.221 -0.709 0.604
C 5.357 -1.435 0.972
C 5.468 -1.961 2.238
C 4.458 -1.760 3.180
C 3.329 -1.053 2.839
C 3.185 -0.521 1.551
C 1.978 0.200 1.179
O 1.806 0.633 -0.015
N 1.072 0.416 2.125
N -0.099 0.875 1.753
C -0.876 1.431 2.644
C -2.162 1.975 2.422
C -2.823 2.598 3.500
C -4.041 3.207 3.349
C -4.663 3.242 2.090
C -4.060 2.659 1.015
C -2.809 1.988 1.128
O -2.330 1.413 0.101
H 3.284 0.255 -0.722
H 6.131 -1.560 0.232
H 6.341 -2.542 2.497
H 4.570 -2.156 4.178
H 2.537 -0.897 3.555
H -0.482 1.534 3.655
H -2.352 2.590 4.469
H -4.521 3.674 4.193
H -5.621 3.729 1.975
H -4.511 2.678 0.034
C 1.342 1.118 -3.998
P -0.107 0.712 -2.963
C -1.451 1.523 -3.903
C -0.370 -1.082 -3.382
C -1.404 -1.749 -2.474
P -0.934 -1.611 -0.686
C -2.423 -2.192 0.197
C 0.235 -3.003 -0.437
H 1.166 0.801 -5.026
H 2.235 0.633 -3.610
H 1.494 2.196 -3.976
H -1.415 1.218 -4.948
H -1.326 2.603 -3.842
H -2.420 1.266 -3.479
H 0.596 -1.587 -3.290
H -0.691 -1.151 -4.426
H -1.530 -2.801 -2.743
H -2.373 -1.255 -2.583
H -2.750 -3.159 -0.180
H -3.217 -1.458 0.083
H -2.178 -2.280 1.255
H -0.224 -3.934 -0.768
H 0.473 -3.073 0.624
H 1.156 -2.827 -0.988
*
```

## Properties
Relative energy (zero: lowest compared OMol25 entry of this formula, charge and spin), kcal per mole: 82.3
Lowest unoccupied orbital energy (alpha / beta), eV: -5.040 / -5.040
HOMO (alpha / beta), eV: -10.065 / -10.065



The following is a quantum chemistry calculation of C20H26MnN11O4 as an isolated structure, from OMol25.

Geometry as ORCA input:
```
! RIJCOSX wB97M-V def2-TZVPD def2/J DEFGRID3
* xyz 1 2
Mn 0.059 0.137 0.171
C -1.650 4.450 0.839
N -1.000 3.625 1.860
C -1.047 4.119 3.238
C -0.321 2.547 1.489
O -0.244 2.157 0.310
C 0.408 1.746 2.559
O 0.229 0.356 2.265
C 1.350 -0.458 2.602
C 2.385 -0.343 1.489
O 2.130 0.433 0.538
N 3.503 -1.030 1.599
C 4.543 -0.890 0.573
C 3.662 -2.095 2.585
H -1.129 5.403 0.742
H -1.628 3.928 -0.110
H -2.682 4.637 1.134
H -1.538 5.087 3.226
H -1.623 3.454 3.881
H -0.049 4.262 3.651
H 1.462 2.024 2.483
H 0.052 1.933 3.569
H 1.776 -0.147 3.559
H 0.977 -1.475 2.669
H 4.514 0.120 0.175
H 5.508 -1.061 1.045
H 4.385 -1.602 -0.236
H 3.221 -1.822 3.542
H 3.208 -3.020 2.223
H 4.723 -2.262 2.745
N 2.035 0.618 -2.455
C 0.796 0.330 -2.844
N 0.540 0.273 -4.147
C -0.719 0.029 -4.482
N -1.017 -0.078 -5.779
N -1.750 -0.105 -3.607
C -1.385 -0.051 -2.355
N -0.151 0.130 -1.888
C -2.419 -0.197 -1.303
C -3.751 -0.439 -1.587
C -4.634 -0.575 -0.529
C -4.156 -0.464 0.767
C -2.808 -0.222 0.960
N -1.953 -0.091 -0.056
H 2.752 0.574 -3.158
H 2.295 0.487 -1.489
H -0.278 -0.039 -6.459
H -1.949 -0.327 -6.055
H -4.066 -0.522 -2.617
H -5.682 -0.769 -0.716
H -4.811 -0.567 1.621
H -2.381 -0.142 1.953
N -1.329 -3.258 -0.077
C -0.122 -2.730 -0.360
O 0.332 -1.798 0.409
C 0.606 -3.210 -1.455
C 1.909 -2.717 -1.673
N 2.972 -2.303 -1.850
C 0.031 -4.194 -2.293
N -0.531 -4.956 -2.954
H -1.852 -2.892 0.696
H -1.709 -4.008 -0.632
*
```

## Properties
Relative energy (zero: lowest compared OMol25 entry of this formula, charge and spin), kcal per mole: 2.4
Lowest unoccupied orbital energy (alpha / beta), eV: -2.850 / -2.858
HOMO (alpha / beta), eV: -10.220 / -10.199



The following is a quantum chemistry calculation of one molecule with the formula C20H26N2O3 at a distorted geometry, from OMol25.

Geometry as ORCA input:
```
! RIJCOSX wB97M-V def2-TZVPD def2/J DEFGRID3
* xyz 0 1
C -3.067 -2.220 1.449
C -3.615 -1.458 0.279
C -3.687 -2.062 -0.969
C -4.201 -1.383 -2.057
C -4.680 -0.096 -1.899
C -4.628 0.540 -0.667
C -5.178 1.927 -0.514
C -4.069 -0.144 0.415
O -3.975 0.464 1.669
C -2.951 1.436 1.776
C -1.664 0.955 1.190
C -0.696 0.107 1.641
C 0.201 -0.004 0.545
C 1.375 -0.917 0.575
O 1.428 -1.752 1.469
N 2.320 -0.819 -0.381
C 2.355 0.201 -1.405
C 2.723 1.603 -0.882
C 3.621 1.615 0.354
C 5.090 1.277 0.104
C 5.384 -0.120 -0.450
C 4.699 -1.260 0.313
C 3.410 -1.774 -0.338
N -0.223 0.730 -0.457
O -1.370 1.322 -0.071
H -3.224 -1.666 2.371
H -3.564 -3.185 1.528
H -2.000 -2.402 1.321
H -3.328 -3.075 -1.081
H -4.242 -1.861 -3.024
H -5.106 0.429 -2.742
H -4.416 2.670 -0.755
H -5.521 2.091 0.505
H -6.014 2.074 -1.194
H -2.836 1.619 2.847
H -3.234 2.369 1.271
H -0.608 -0.377 2.589
H 1.374 0.258 -1.883
H 3.079 -0.125 -2.152
H 3.202 2.158 -1.690
H 1.798 2.122 -0.630
H 3.208 0.940 1.106
H 3.588 2.621 0.781
H 5.618 1.386 1.055
H 5.510 2.014 -0.586
H 5.113 -0.169 -1.505
H 6.466 -0.261 -0.399
H 4.486 -0.953 1.337
H 5.377 -2.114 0.366
H 3.621 -2.100 -1.361
H 3.052 -2.632 0.238
*
```

## Properties
Relative energy (zero: lowest compared OMol25 entry of this formula, charge and spin), kcal per mole: 85.4
Lowest unoccupied orbital energy, eV: 0.806
SMILES string: Cc1cccc(C)c1OCc1cc(C(=O)N2CCCCCCC2)no1
HOMO, eV: -8.890



The following is a quantum chemistry calculation of one molecule with the formula C20H26N2O3 at a distorted geometry, from OMol25.

Geometry as ORCA input:
```
! RIJCOSX wB97M-V def2-TZVPD def2/J DEFGRID3
* xyz 0 1
C -3.037 -1.221 -2.505
O -2.793 -0.096 -1.696
C -3.133 -0.156 -0.365
C -3.617 -1.295 0.260
C -3.894 -1.278 1.618
C -3.694 -0.128 2.356
C -3.239 1.017 1.725
C -2.964 1.028 0.368
C -2.487 2.285 -0.303
C -0.964 2.367 -0.240
O -0.370 3.149 0.471
N -0.348 1.500 -1.072
C 1.087 1.353 -1.068
C 1.562 0.427 0.076
C 0.719 -0.811 0.050
C -0.147 -1.327 0.970
C -0.659 -2.521 0.407
C -0.073 -2.636 -0.814
O 0.757 -1.603 -1.041
N 2.973 0.074 -0.074
C 3.394 -0.885 0.937
C 4.800 -1.392 0.637
C 5.782 -0.228 0.629
C 5.287 0.811 -0.368
C 3.856 1.230 -0.038
H -2.447 -2.083 -2.178
H -4.099 -1.485 -2.515
H -2.729 -0.933 -3.509
H -3.775 -2.204 -0.297
H -4.265 -2.174 2.092
H -3.901 -0.118 3.415
H -3.093 1.925 2.291
H -2.802 2.292 -1.347
H -2.890 3.158 0.211
H -0.910 0.801 -1.535
H 1.413 0.937 -2.022
H 1.500 2.354 -0.931
H 1.367 0.939 1.037
H -0.395 -0.908 1.924
H -1.360 -3.193 0.857
H -0.147 -3.381 -1.582
H 2.699 -1.727 0.934
H 3.371 -0.432 1.946
H 4.797 -1.872 -0.343
H 5.084 -2.134 1.385
H 6.782 -0.571 0.359
H 5.834 0.215 1.627
H 5.302 0.384 -1.372
H 5.930 1.693 -0.358
H 3.528 1.955 -0.781
H 3.831 1.717 0.954
*
```

## Properties
Relative energy (zero: lowest compared OMol25 entry of this formula, charge and spin), kcal per mole: 61.3
Lowest unoccupied orbital energy, eV: 0.672
SMILES string: COc1ccccc1CC(=O)NC[C@@H](c1ccco1)N1CCCCC1
HOMO, eV: -8.583



The following is a quantum chemistry calculation of one molecule with the formula C20H26N2O5 at a distorted geometry, from OMol25.

Geometry as ORCA input:
```
! RIJCOSX wB97M-V def2-TZVPD def2/J DEFGRID3
* xyz 0 1
C 1.661 2.297 -2.002
O 2.076 1.613 -0.838
C 1.733 2.133 0.371
C 1.017 3.308 0.558
C 0.713 3.716 1.848
C 1.091 2.969 2.942
C 1.808 1.786 2.757
O 2.114 1.101 3.904
C 2.745 -0.148 3.813
C 1.938 -1.159 3.062
C 0.654 -1.145 2.599
C 0.550 -2.353 1.861
C -0.681 -2.725 1.109
O -1.773 -2.610 1.641
N -0.520 -3.063 -0.186
C 0.767 -3.296 -0.801
C -1.689 -3.164 -1.038
C -1.690 -2.149 -2.188
C -2.164 -0.737 -1.823
C -2.119 0.156 -3.069
C -2.529 1.586 -2.719
O -1.711 2.131 -1.709
C -1.795 1.371 -0.522
C -1.329 -0.071 -0.727
N 1.674 -3.020 1.920
O 2.540 -2.290 2.663
C 2.144 1.383 1.476
H 0.571 2.382 -2.049
H 2.110 3.293 -2.059
H 2.020 1.695 -2.836
H 0.685 3.900 -0.278
H 0.158 4.631 1.994
H 0.844 3.271 3.946
H 2.882 -0.473 4.850
H 3.737 -0.068 3.345
H -0.101 -0.401 2.735
H 1.241 -2.360 -1.108
H 1.426 -3.809 -0.105
H 0.624 -3.924 -1.679
H -2.564 -3.020 -0.401
H -1.726 -4.177 -1.455
H -2.356 -2.532 -2.966
H -0.689 -2.090 -2.619
H -3.201 -0.799 -1.471
H -2.784 -0.231 -3.844
H -1.101 0.170 -3.464
H -2.420 2.246 -3.582
H -3.580 1.600 -2.391
H -1.164 1.882 0.208
H -2.834 1.372 -0.158
H -1.443 -0.597 0.217
H -0.273 -0.070 -1.009
H 2.712 0.489 1.278
*
```

## Properties
Relative energy (zero: lowest compared OMol25 entry of this formula, charge and spin), kcal per mole: 91.9
Lowest unoccupied orbital energy, eV: 0.755
SMILES string: COc1cccc(OCc2cc(C(=O)N(C)CCC3CCOCC3)no2)c1
HOMO, eV: -8.493



The following is a quantum chemistry calculation of one molecule with the formula C20H26N2O5S at a distorted geometry, from OMol25.

Geometry as ORCA input:
```
! RIJCOSX wB97M-V def2-TZVPD def2/J DEFGRID3
* xyz 0 1
C 5.397 0.228 -2.134
O 4.225 -0.546 -2.179
C 3.163 -0.179 -1.387
C 3.226 0.856 -0.463
C 2.160 1.174 0.358
C 0.968 0.469 0.254
N -0.101 0.711 1.125
C -0.554 2.056 1.429
C -1.619 2.467 0.397
O -1.359 3.219 -0.521
N -2.804 1.884 0.628
C -3.919 1.833 -0.323
C -3.435 1.194 -1.627
C -5.000 0.965 0.317
C -4.435 3.252 -0.570
S -1.107 -0.562 1.527
O -1.889 -1.060 0.431
O -1.850 -0.115 2.676
C 0.100 -1.786 2.013
C 0.169 -3.001 1.361
C 1.136 -3.916 1.743
C 2.014 -3.606 2.769
C 1.928 -2.385 3.422
C 0.964 -1.467 3.042
C 0.883 -0.545 -0.691
C 1.955 -0.892 -1.504
O 1.703 -1.943 -2.333
C 2.509 -2.185 -3.465
H 5.203 1.272 -2.397
H 5.876 0.181 -1.150
H 6.063 -0.212 -2.875
H 4.135 1.425 -0.356
H 2.272 1.969 1.077
H 0.285 2.749 1.369
H -0.970 2.048 2.438
H -2.859 1.232 1.397
H -3.017 0.212 -1.415
H -2.666 1.814 -2.079
H -4.261 1.089 -2.326
H -5.859 0.886 -0.345
H -4.609 -0.034 0.502
H -5.328 1.395 1.261
H -5.259 3.231 -1.278
H -4.781 3.696 0.361
H -3.636 3.866 -0.974
H -0.529 -3.211 0.566
H 1.205 -4.868 1.240
H 2.769 -4.319 3.065
H 2.611 -2.151 4.224
H 0.869 -0.511 3.531
H -0.038 -1.084 -0.830
H 3.497 -2.559 -3.188
H 2.622 -1.288 -4.077
H 1.977 -2.947 -4.035
*
```

## Properties
Relative energy (zero: lowest compared OMol25 entry of this formula, charge and spin), kcal per mole: 57.9
Lowest unoccupied orbital energy, eV: 0.480
SMILES string: COc1ccc(N(CC(=O)NC(C)(C)C)S(=O)(=O)c2ccccc2)cc1OC
HOMO, eV: -7.959



The following is a quantum chemistry calculation of a 2-piece molecular cluster, C20H26N4O2S overall at a distorted geometry, from OMol25.

Geometry as ORCA input:
```
! RIJCOSX wB97M-V def2-TZVPD def2/J DEFGRID3
* xyz 0 1
C -2.697 2.747 -0.592
C -1.244 2.991 -1.021
C -0.272 1.824 -0.720
C -0.134 1.637 0.806
C 1.116 2.057 -1.380
N 1.035 2.110 -2.853
C 1.052 3.233 -3.571
C 1.176 3.067 -5.067
O 0.985 4.353 -3.086
C 2.176 1.040 -0.910
O 2.996 1.376 -0.068
N 2.265 -0.200 -1.411
C 1.433 -0.881 -2.406
H -3.064 1.821 -1.034
H -2.780 2.698 0.493
H -3.317 3.572 -0.944
H -0.878 3.901 -0.543
H -1.270 3.169 -2.095
H -0.703 0.912 -1.133
H 0.482 0.769 1.042
H 0.323 2.523 1.249
H -1.106 1.471 1.269
H 1.472 3.026 -1.026
H 1.114 1.242 -3.353
H 0.277 2.595 -5.457
H 1.298 4.051 -5.518
H 2.051 2.460 -5.292
H 3.029 -0.727 -1.014
H 1.534 -1.960 -2.282
H 0.383 -0.617 -2.290
H 1.770 -0.621 -3.411
C -2.782 -0.851 0.231
C -3.805 -0.458 1.059
S -3.526 -0.915 2.736
C -1.999 -1.653 2.284
C -1.154 -2.315 3.135
C -1.394 -2.547 4.547
N -0.420 -3.231 5.101
C 0.506 -3.463 4.093
C 1.716 -4.143 4.225
C 2.554 -4.282 3.112
C 2.176 -3.735 1.877
C 0.959 -3.054 1.752
C 0.122 -2.927 2.869
N -1.765 -1.495 0.930
H -2.777 -0.678 -0.842
H -4.696 0.065 0.726
H -2.274 -2.208 5.084
H 1.992 -4.550 5.192
H 3.500 -4.808 3.210
H 2.834 -3.838 1.020
H 0.691 -2.629 0.794
H -0.957 -1.922 0.486
*
```

## Properties
Relative energy (zero: lowest compared OMol25 entry of this formula, charge and spin), kcal per mole: 40.9
Lowest unoccupied orbital energy, eV: -0.010
SMILES string: CC[C@H](C)[C@H](NC(C)=O)C(=O)NC.C1=CS/C(=C2\C=Nc3ccccc32)N1
HOMO, eV: -7.554



The following is a quantum chemistry calculation of one molecule with the formula C20H26N4O3, from OMol25.

Geometry as ORCA input:
```
! RIJCOSX wB97M-V def2-TZVPD def2/J DEFGRID3
* xyz 0 1
C -0.867 -4.635 0.790
C 0.284 -3.650 0.630
C -0.101 -2.466 -0.200
N -1.298 -2.407 -0.640
N -1.733 -1.376 -1.389
C -3.153 -1.391 -1.687
C -3.891 -0.545 -0.631
O -4.557 -1.043 0.251
N -3.687 0.775 -0.791
C -3.997 1.722 0.258
C -2.861 1.806 1.285
C -1.554 2.381 0.721
C -1.616 3.903 0.631
C -0.372 1.953 1.589
C -0.950 -0.316 -1.762
O -1.399 0.611 -2.427
C 0.410 -0.392 -1.274
C 1.437 0.498 -1.419
C 2.532 -0.026 -0.693
C 3.836 0.470 -0.495
O 4.123 1.654 -1.091
C 5.415 2.187 -0.932
C 4.699 -0.280 0.279
C 4.282 -1.489 0.843
C 3.015 -1.995 0.667
C 2.126 -1.253 -0.112
N 0.816 -1.468 -0.475
H -1.722 -4.145 1.243
H -1.172 -5.019 -0.178
H -0.557 -5.466 1.419
H 1.135 -4.147 0.157
H 0.601 -3.293 1.615
H -3.494 -2.424 -1.625
H -3.307 -0.980 -2.687
H -3.043 1.071 -1.517
H -4.188 2.694 -0.200
H -4.905 1.373 0.755
H -3.191 2.415 2.129
H -2.684 0.794 1.656
H -1.391 1.986 -0.286
H -2.446 4.224 0.007
H -1.741 4.338 1.621
H -0.697 4.294 0.199
H 0.560 2.341 1.184
H -0.490 2.327 2.605
H -0.296 0.868 1.632
H 1.410 1.412 -1.975
H 5.419 3.121 -1.492
H 6.178 1.517 -1.340
H 5.637 2.394 0.120
H 5.708 0.050 0.464
H 4.989 -2.044 1.442
H 2.747 -2.930 1.125
*
```

## Properties
Relative energy (zero: lowest compared OMol25 entry of this formula, charge and spin), kcal per mole: 41.6
Lowest unoccupied orbital energy, eV: 0.289
SMILES string: CCc1nn(CC(=O)NCCC(C)C)c(=O)c2cc3c(OC)cccc3n12
HOMO, eV: -7.958



E? In order: -1899.76037 -2831.96015 -1112.90374 -1112.94217 -1263.36133 -1661.58940 -1545.41368 -1222.49334 Eh.